1.
Below is one molecule with the formula C2H4N2O at a distorted geometry, with properties calculated with ωB97M-V with the def2-TZVPD basis set.

The relative energy (zero: lowest compared OMol25 entry of this formula, charge and spin) comes out at 41.8 kcal/mol. Its total energy is -7164.6677 eV. As for the SMILES: C=NNC=O. As for the spin multiplicity: 1. The value obtained for the HOMO energy is -0.365 Ha.

Each atom is followed by the atoms it is bonded to, with distances in Å.
Atoms and positions in Å:
1 C 1.5222 -0.3670 0.1074  N2 1.258, H6 1.071, H7 1.208
2 N 0.8562 0.5994 -0.3450  C1 1.258, N3 1.418
3 N -0.4114 0.7982 0.2575  N2 1.418, C4 1.421, H8 1.010
4 C -1.3840 -0.1468 -0.1673  N3 1.421, O5 1.212, H9 1.176
5 O -2.5797 -0.0731 0.0137  C4 1.212
6 H 2.5122 -0.5067 -0.2766  C1 1.071
7 H 1.0881 -0.9944 1.0443  C1 1.208
8 H -0.7351 1.7393 0.0852  N3 1.010
9 H -0.8686 -1.0490 -0.7191  C4 1.176

***

2.
Below is a 2-piece molecular cluster, C6H8O6 overall at a distorted geometry, with properties calculated with ωB97M-V with the def2-TZVPD basis set.

The net charge is -2. The relative energy (zero: lowest compared OMol25 entry of this formula, charge and spin) comes out at 0.2 kcal/mol. Its total energy is -18634.4422 eV. As for the spin multiplicity: 1. The value obtained for the HOMO energy is 0.012 Ha.

Each atom is followed by the atoms it is bonded to, with distances in Å.
Atoms and positions in Å:
1 C 0.4685 2.5172 1.8465  C5 1.514, O7 1.261, O9 1.250
2 C 0.8846 -2.0056 -0.6322  C6 1.368, O8 1.419, O10 1.301
3 C -1.0052 -1.4898 0.9015  C6 1.495, H13 1.175, H14 1.040, H15 1.107
4 C -1.0547 0.6623 -1.5606  O12 1.446, H16 1.015, H17 1.092, H18 1.134
5 C 1.2334 1.6894 0.8359  C1 1.514, O11 1.255, H19 1.065
6 C -0.3215 -1.3952 -0.4245  C2 1.368, C3 1.495, O12 1.472
7 O 1.1445 2.3814 2.9018  C1 1.261
8 O 1.3511 -2.1961 -1.9583  C2 1.419, H20 1.019
9 O -0.5089 3.2460 1.5717  C1 1.250
10 O 1.6039 -2.4173 0.3704  C2 1.301
11 O 2.0744 2.2812 0.1169  C5 1.255
12 O -1.1066 -0.7822 -1.5078  C4 1.446, C6 1.472
13 H -1.4095 -0.4148 1.1477  C3 1.175
14 H -1.7899 -2.1693 0.9678  C3 1.040
15 H -0.2647 -1.7924 1.6667  C3 1.107
16 H -0.3283 0.9132 -2.2231  C4 1.015
17 H -0.9102 1.0087 -0.5353  C4 1.092
18 H -2.0892 0.8513 -1.9859  C4 1.134
19 H 1.3115 0.6286 0.8774  C5 1.065
20 H 0.7169 -1.5164 -2.3767  O8 1.019

***

no.,Kohn-Sham gap (Eh)
1,0.400
2,0.211